No. 1
Entry from the Open Molecules 2025 dataset: a cluster of 7 separate species, C27H45N7O9 in total (the ωB97M-V functional and the def2-TZVPD basis).

## Properties
Kohn-Sham gap: 8.520 eV
Highest occupied orbital energy: -9.212 eV
SMILES: O=[N+]([O-])c1ccccc1.O=[N+]([O-])c1ccccc1.CN(C)C=O.CN(C)C=O.CN(C)C=O.CN(C)C=O.CN(C)C=O
ΔE to the lowest compared entry with this formula, charge and spin: 1777.67 kJ/mol
2S+1: 1

Element x y z (Å)
1 O 1.3227 7.3056 2.7316
2 N 0.4558 7.6738 1.8849
3 O 0.4672 8.7982 1.3096
4 C -0.1751 6.5554 1.0172
5 C -1.4962 6.9731 0.2720
6 C -2.5032 6.0023 -0.3333
7 C -2.1280 4.6261 -0.0334
8 C -0.9843 4.1797 0.5832
9 C 0.0112 5.0678 1.2629
10 H -1.8181 7.9459 0.0352
11 H -3.5341 6.3701 -0.7057
12 H -2.8417 3.7343 -0.4610
13 H -0.9808 3.0772 0.6463
14 H 0.9262 4.8004 2.0159
15 O 5.0884 2.7438 -5.3069
16 N 4.1980 2.1814 -4.5812
17 O 3.4924 2.7808 -3.9971
18 C 4.0840 0.7048 -4.5128
19 C 2.8835 0.1060 -3.6774
20 C 2.9001 -1.4221 -3.3843
21 C 4.1980 -2.1488 -3.8041
22 C 5.3446 -1.6247 -4.3079
23 C 5.2869 -0.1509 -4.8214
24 H 2.1002 0.7948 -3.2787
25 H 2.0315 -1.7284 -2.8473
26 H 4.3506 -3.4447 -3.5207
27 H 6.3081 -2.2549 -4.2805
28 H 6.3315 0.4561 -5.1924
29 C -2.0333 -5.2869 4.0110
30 N -2.0070 -4.0100 4.8369
31 C -0.8555 -3.1551 4.5107
32 C -3.0002 -3.8325 5.7510
33 O -3.0277 -2.8414 6.4493
34 H -1.0095 -5.4788 3.5637
35 H -2.7260 -5.1255 3.2105
36 H -2.3889 -5.9294 4.6429
37 H -0.9738 -2.3470 5.0338
38 H -0.8523 -2.8595 3.3682
39 H 0.2179 -3.6425 4.6366
40 H -3.7633 -4.5025 5.9015
41 C -6.0473 0.3007 -2.1077
42 N -4.7160 0.8606 -1.6612
43 C -4.3672 0.6627 -0.3269
44 C -3.9059 1.5628 -2.5245
45 O -2.8334 1.9790 -2.2143
46 H -5.8856 -0.5027 -2.6978
47 H -6.3861 0.9403 -2.9030
48 H -6.8393 0.4995 -1.3156
49 H -3.2849 0.8850 0.0685
50 H -4.5191 -0.1974 -0.1698
51 H -4.9322 1.1717 0.4114
52 H -4.3196 1.7701 -3.6953
53 C 0.9215 -1.9869 0.2633
54 N 0.5546 -0.6021 0.4913
55 C -0.7182 -0.0773 0.2451
56 C 1.4983 0.1066 1.1257
57 O 1.2917 1.2901 1.5394
58 H 1.7868 -2.2500 0.8929
59 H 1.0194 -2.1570 -0.8679
60 H 0.0047 -2.4515 0.5522
61 H -1.5704 -0.7807 0.3241
62 H -0.8346 0.3906 -0.8334
63 H -1.0520 0.6707 0.8618
64 H 2.5974 -0.3593 1.1721
65 C 2.6622 0.7863 4.8523
66 N 3.3708 -0.1601 3.9756
67 C 4.7211 0.3829 3.5686
68 C 2.8943 -1.3824 3.6413
69 O 3.4125 -2.0679 2.7524
70 H 2.1221 0.0178 5.4980
71 H 1.9222 1.4475 4.4240
72 H 3.2478 1.5542 5.5375
73 H 5.0766 0.1464 2.5845
74 H 5.3198 0.0150 4.2289
75 H 4.8822 1.4331 3.6391
76 H 1.8699 -1.5479 3.9929
77 C -0.8216 -4.1134 -3.4431
78 N -0.9194 -2.7085 -3.7638
79 C -1.8921 -2.0110 -3.0803
80 C -0.2139 -2.1766 -4.8167
81 O -0.2875 -1.0084 -5.1634
82 H -0.3735 -4.6702 -4.2601
83 H -1.7333 -4.7342 -3.1756
84 H 0.1226 -4.2584 -2.6148
85 H -2.1348 -1.0331 -3.4801
86 H -1.3644 -1.4967 -2.2288
87 H -2.8290 -2.4629 -2.7068
88 H 0.5829 -2.7691 -5.2203

Cartesian forces, eV/Å:
O -3.0112 1.0815 -1.3750
N 4.0377 -0.5065 -2.9990
O -0.8167 -2.2731 2.3358
C -5.1396 -2.3076 -0.0437
C 0.2321 -4.1376 -0.4279
C 3.4638 0.5240 3.3387
C -3.1120 -0.2684 -2.6489
C 1.9272 1.0337 1.8701
C -0.3102 2.6155 -0.1918
H 0.5406 1.5512 0.4603
H 2.1892 -0.7759 0.4605
H 1.7922 2.3944 1.1433
H 0.8648 0.8004 0.3198
H -2.5855 0.2251 -2.2652
O -0.8000 -2.2434 0.7461
N 8.4015 -4.1358 -7.4849
O -8.2132 5.9155 6.8158
C 0.9906 -5.0486 1.9417
C 3.2164 -2.9817 -1.3077
C 4.1423 5.2447 -3.0232
C -2.9212 -3.3672 2.7287
C 0.4658 3.6772 -1.5973
C 0.0907 1.0617 1.8764
H 0.7113 -0.8373 -0.5979
H -0.0470 -0.9617 0.1826
H -0.9344 4.2538 -0.6567
H -1.7123 1.3808 -0.5420
H -3.4121 -1.9610 0.9154
C 2.5527 5.2981 -2.4662
N 1.0574 -2.6510 -2.1303
C 1.1630 -4.3533 -4.1825
C 3.1309 3.4656 -0.0171
O -0.1639 0.7061 0.5494
H -1.2774 -0.0416 0.9356
H -0.3596 -0.1356 -0.7268
H -1.6157 -4.5974 3.1221
H -0.1227 4.8379 3.0639
H -0.3338 -0.5787 2.0316
H -2.3753 0.6504 0.2529
H -1.6186 -2.5841 -0.4622
C 0.4301 4.7976 1.7464
N -1.1254 1.0478 -3.0016
C 4.6705 10.1140 0.5638
C -2.0802 -0.1451 -2.1500
O 1.3575 0.5715 0.3053
H -0.0496 -3.8435 -0.5084
H -0.1915 1.0285 -0.3293
H 1.1499 -1.3812 -0.8683
H -1.7545 -0.2431 -1.7585
H -1.8274 -12.2910 2.6404
H -1.1315 1.1535 0.3892
H 0.5302 -0.8548 3.0034
C -0.9386 0.4275 -1.9130
N 2.4598 -0.4337 1.1161
C -2.0817 -0.4353 -4.0642
C 1.3269 4.0008 0.8119
O 0.6944 -3.0576 -0.7776
H -0.4054 -0.1511 -0.6045
H 0.3496 -0.1059 1.5798
H -0.2710 -1.4762 0.3092
H 0.8385 -0.4656 -0.1376
H 0.3895 -0.9044 1.7880
H 0.1466 2.0423 1.9068
H -2.4821 0.6420 0.0061
C -0.7033 -1.1688 2.7133
N 1.4024 2.8093 -0.1729
C -3.6213 0.3754 -3.1676
C 0.6955 1.3607 -2.2479
O -0.3565 -0.1123 1.2141
H 0.2007 1.7031 -0.0537
H -0.1592 -0.2194 -0.9880
H -0.3317 -2.2860 -1.4196
H -0.3444 -0.7062 -0.5624
H 4.1621 -2.5214 3.8519
H -1.1010 1.0457 0.2103
H 0.0614 -0.3238 0.6129
C 3.3876 -1.5862 1.8238
N -0.0616 -2.5822 -2.1346
C -0.5191 3.8909 3.0270
C -0.2849 1.8865 0.8960
O -0.4381 -0.5949 0.1731
H -0.0667 0.1519 -0.4809
H 0.8567 1.5285 0.0150
H -2.9510 0.1722 -1.5174
H -0.3742 -0.1998 -1.3880
H -0.6020 -0.9968 0.4458
H 0.7982 -0.4587 -0.5514
H 0.2580 -1.1749 -0.2965

***

No. 2
Entry from the Open Molecules 2025 dataset: a cluster of 2 separate species, C13H25N4O7 in total (the ωB97M-V functional and the def2-TZVPD basis).

## Properties
Kohn-Sham gap: 8.219 eV
Highest occupied orbital energy: -5.420 eV
Total charge: -1
ΔE to the lowest compared entry with this formula, charge and spin: 0.00 kJ/mol
2S+1: 1

Element x y z (Å)
1 O -2.8671 4.7451 0.2276
2 O 5.6346 -0.8532 -1.4635
3 O -1.4237 0.1313 -0.5969
4 O -0.1999 4.0705 2.3337
5 O 0.5827 0.5463 -1.4155
6 O 4.9696 -0.9931 0.6969
7 O 4.2335 -4.0217 -1.2764
8 C -3.0923 3.6256 -0.2099
9 C 4.7938 -1.1797 -0.6342
10 C -0.3656 0.8086 -0.6419
11 C -1.2315 3.4084 2.2638
12 N -2.1919 3.6467 3.1662
13 N -1.6188 -2.7263 0.0654
14 N 3.2694 -1.7939 -2.6019
15 N -2.5978 2.4958 0.2880
16 C -4.0216 3.4578 -1.3878
17 C -3.4879 2.9815 3.2846
18 C -0.5867 -3.5436 -0.5743
19 C 3.4437 -1.7710 -1.1165
20 C 0.7785 -3.0978 -0.0661
21 C 1.9060 -3.8280 -0.8142
22 C 3.2938 -3.2123 -0.5686
23 C -0.1922 2.0014 0.3245
24 C -1.4399 2.3179 1.1790
25 H 5.8478 -0.5943 0.7743
26 H 4.2081 -3.7133 -2.2055
27 H -1.9875 4.4075 3.7925
28 H -1.4346 -1.7202 -0.1083
29 H -2.5400 -2.9620 -0.2937
30 H 2.2815 -1.6355 -2.8251
31 H 3.8364 -1.0506 -3.0182
32 H -2.8294 1.6452 -0.2136
33 H -4.3592 4.4387 -1.7154
34 H -3.4775 2.9678 -2.1938
35 H -4.8711 2.8470 -1.0920
36 H -3.3652 1.8995 3.2176
37 H -3.9470 3.2306 4.2418
38 H -4.1415 3.3182 2.4781
39 H -0.6436 -3.4115 -1.6596
40 H -0.7468 -4.6025 -0.3480
41 H 2.6803 -1.1175 -0.6826
42 H 0.8451 -2.0193 -0.2212
43 H 0.8590 -3.2863 1.0086
44 H 1.6945 -3.8183 -1.8876
45 H 1.9213 -4.8739 -0.4927
46 H 3.5056 -3.2337 0.5059
47 H 0.0705 2.8867 -0.2574
48 H 0.6392 1.7776 0.9948
49 H -1.6348 1.4036 1.7390

Cartesian forces, eV/Å:
O 0.3006 0.1766 0.3135
O -0.6279 -0.2091 1.4494
O -0.7899 0.2571 0.5400
O -0.0855 -0.6229 -0.2596
O 0.2644 0.4813 0.4840
O -0.4400 -0.3944 -0.7856
O 0.4960 0.0228 0.1839
C -0.2318 1.1648 -0.0780
C 0.2679 0.1929 -2.4749
C 0.5179 -0.7357 -0.6726
C 1.0740 0.9199 -1.1777
N -1.2871 -0.6516 0.8149
N 0.0300 0.0189 0.3694
N 0.6884 0.1627 0.8180
N 0.0613 -0.7428 0.5913
C 0.0621 -0.1060 -0.0432
C 0.4105 0.2771 -0.4736
C -0.3831 0.6732 0.3170
C -0.4168 0.2692 0.6410
C 0.1150 -0.4037 -0.4998
C -0.2650 0.8279 0.5582
C -0.4109 -0.4475 -1.0726
C -0.3221 0.5278 0.2916
C 0.1159 -0.3269 -0.1668
H 0.0463 0.0200 0.0256
H -0.1512 0.0343 0.4958
H 0.0824 -0.0045 -0.1091
H -0.3380 -0.6176 -0.1224
H 0.2166 0.2134 -0.0008
H 0.5344 0.1949 0.2656
H -0.3332 -0.3018 0.1988
H 0.4360 -0.1826 0.0914
H 0.0138 -0.0758 0.0783
H -0.1329 -0.1223 -0.1205
H -0.1366 -0.1212 -0.1570
H -0.0904 0.0298 0.0316
H 0.1427 -0.0162 -0.0453
H -0.1711 -0.1155 0.0581
H 0.3483 -0.1908 -0.2125
H -0.0408 -0.0158 -0.0081
H -0.0578 -0.0377 0.1710
H 0.0059 0.0786 -0.0150
H -0.0857 0.0509 -0.0171
H 0.1197 -0.0059 0.0041
H 0.2017 0.0480 -0.0988
H 0.2583 -0.0366 -0.1938
H 0.1473 -0.0378 0.0578
H 0.0893 0.0737 -0.1050
H -0.2487 -0.1929 0.0597

***

No. 3
Entry from the Open Molecules 2025 dataset: the molecule C5H8O (the ωB97M-V functional and the def2-TZVPD basis).

## Properties
Kohn-Sham gap: 10.304 eV
Highest occupied orbital energy: -9.141 eV
SMILES: C1C[C@@H]2C[C@@H]2O1
ΔE to the lowest compared entry with this formula, charge and spin: 140.98 kJ/mol
2S+1: 1

Element x y z (Å)
1 C -1.4590 -0.2176 -0.4440
2 C -0.7537 0.8517 0.4212
3 C 0.6003 0.2342 0.7335
4 C 1.5628 0.0844 -0.4233
5 C 0.6612 -1.0467 -0.0301
6 O -0.4992 -1.2128 -0.7943
7 H -1.8663 0.1995 -1.3708
8 H -2.2848 -0.6919 0.1040
9 H -0.6535 1.8044 -0.1106
10 H -1.3147 1.0463 1.3407
11 H 0.9978 0.3149 1.7408
12 H 1.3302 0.6008 -1.3528
13 H 2.6219 0.0064 -0.1917
14 H 1.0571 -1.9736 0.3773

Cartesian forces, eV/Å:
C -0.2501 0.1971 0.0076
C -0.0234 0.0464 -0.0057
C -0.0267 0.0431 0.1488
C 0.1413 0.0536 -0.0988
C 0.1738 -0.1235 0.1255
O 0.0205 -0.0517 -0.0531
H 0.0581 -0.0584 0.1348
H 0.1329 0.0456 -0.0580
H -0.0151 -0.1454 0.0518
H 0.0898 -0.0508 -0.1364
H -0.0653 -0.0338 -0.1804
H 0.0015 -0.0958 0.1662
H -0.1798 -0.0048 -0.0287
H -0.0577 0.1785 -0.0735

***

No. 4
Entry from the Open Molecules 2025 dataset: the ion C6H9N2O with charge +1 (the ωB97M-V functional and the def2-TZVPD basis).

## Properties
Kohn-Sham gap: 9.183 eV
Highest occupied orbital energy: -14.235 eV
Total charge: +1
SMILES: C/C=[N+]1\C=C(C=O)NC1
ΔE to the lowest compared entry with this formula, charge and spin: 350.09 kJ/mol
2S+1: 1

Element x y z (Å)
1 C 1.0730 0.3955 1.6830
2 C -0.0204 0.8545 0.8725
3 N -0.0208 1.0658 -0.4061
4 C 0.5449 -0.0149 -1.1752
5 C -0.2750 -1.0610 -1.1098
6 C -0.0849 -2.3585 -1.7405
7 O -0.7255 -3.3801 -1.6187
8 N -1.3139 -0.5812 -0.2004
9 C -1.4633 0.7932 -0.6433
10 H 1.6270 1.2524 2.1137
11 H 1.7016 -0.2324 0.9896
12 H 0.6707 -0.2548 2.5031
13 H -0.8512 1.3796 1.3025
14 H 1.6377 0.0863 -1.5227
15 H 0.7431 -2.4317 -2.4078
16 H -2.0012 -1.1664 0.1447
17 H -2.1137 1.4822 -0.1434
18 H -1.6932 0.8080 -1.7175

Cartesian forces, eV/Å:
C 0.7436 -1.8894 -0.2636
C 0.5463 1.9737 2.3547
N -0.6660 -0.2417 -2.2542
C 4.0626 0.4128 -1.3049
C -0.9867 1.3139 1.8928
C -0.5515 -2.3290 -0.2067
O -0.3487 1.3301 0.7218
N 0.9729 -0.6033 -0.8374
C -0.3286 -0.0027 -1.9384
H -0.2197 -0.3961 -0.1916
H -0.0632 0.6410 1.1162
H 0.4226 0.7131 -0.5270
H -0.1922 -0.1106 1.0177
H -2.2051 -0.3192 0.1935
H 1.1672 0.6259 -0.6757
H -2.1307 -1.3843 -0.0046
H -0.3052 -0.0414 0.6885
H 0.0824 0.3074 0.2187

***

- Which value of Kohn-Sham gap does entry 2 give?
  8.219 eV

***

- Among the records above, which one has the lowest highest occupied orbital energy?
  C6H9N2O

***

- Among the records above, which one has the highest Kohn-Sham gap?
  C5H8O

***

- Look up the ΔE to the lowest compared entry with this formula, charge and spin of the fourth one.
  350.09 kJ/mol